ORCA calculation (ωB97M-V with the def2-TZVPD basis set) on a structure of composition C21H31F5P2Zr in a non-equilibrium geometry.

As for the frontier orbital gap (alpha / beta): 0.1529 / 0.1528 Ha. The value obtained for the highest occupied orbital energy (alpha / beta) is -11.052 / -11.051 eV. The total energy comes out at -55699.902 eV. The energy above the lowest of the compared OMol25 structures with the same formula, charge and spin is 143.60 kcal per mole. As for the net charge: +2.

CARTESIAN COORDINATES (ANGSTROEM)
P (-0.153, -2.400, 0.940)
P (-1.039, 1.918, 1.079)
C (-1.043, -1.013, 0.137)
C (-0.780, 0.571, -0.087)
H (-1.845, -0.932, 0.895)
H (-1.499, -1.416, -0.799)
H (0.208, 1.033, -0.526)
H (-1.497, 0.825, -0.890)
C (-2.745, 2.441, 0.963)
H (-3.023, 2.885, 1.940)
H (-3.385, 1.565, 0.723)
H (-2.839, 3.226, 0.182)
C (0.055, 3.200, 0.430)
H (-0.261, 3.539, -0.566)
H (1.096, 2.829, 0.399)
H (-0.027, 4.044, 1.132)
C (-1.416, -3.548, 1.373)
H (-1.181, -4.016, 2.326)
H (-1.506, -4.325, 0.617)
H (-2.334, -2.982, 1.476)
C (0.997, -3.311, -0.072)
H (1.862, -2.642, -0.289)
H (0.518, -3.772, -0.967)
H (1.449, -4.074, 0.596)
Zr (1.196, -0.526, -1.128)
C (1.261, 1.100, -2.534)
C (-0.143, 1.348, -2.717)
C (-1.047, 0.516, -3.539)
C (-0.563, -0.918, -3.824)
C (0.330, -1.567, -2.788)
C (1.784, -1.664, -2.861)
C (2.627, -0.738, -3.720)
C (2.120, 0.686, -3.807)
C (0.601, -1.868, 2.480)
H (1.790, 1.927, -2.026)
H (-0.570, 2.310, -2.375)
H (-1.177, 0.988, -4.526)
H (-2.061, 0.459, -3.112)
H (-1.413, -1.598, -4.000)
H (-0.009, -0.904, -4.759)
H (-0.115, -2.402, -2.252)
H (2.323, -2.562, -2.569)
H (2.693, -1.097, -4.745)
H (3.661, -0.698, -3.356)
H (2.940, 1.442, -3.770)
H (1.497, 0.838, -4.719)
H (1.289, -1.068, 2.116)
H (1.242, -2.634, 2.989)
H (-0.171, -1.369, 3.132)
F (-2.388, 0.399, 3.197)
C (-1.293, 1.103, 3.655)
C (-0.392, 1.559, 2.687)
C (0.923, 1.788, 3.134)
F (1.978, 1.799, 2.258)
C (1.233, 1.938, 4.478)
F (2.482, 2.299, 4.861)
C (0.245, 1.637, 5.425)
F (0.427, 1.912, 6.730)
C (-0.994, 1.123, 5.016)
F (-1.919, 0.798, 5.958)